[1]
Density functional theory data (ωB97M-V with the def2-TZVPD basis set) for CH5FSi in the gas phase in a non-equilibrium geometry.

Structure (XYZ):
```
8
CH5FSi (ωB97M-V with the def2-TZVPD basis set)
C -0.9528 -0.1422 0.1918
F -1.6681 0.9255 -0.4675
Si 0.9329 -0.0293 -0.1851
H -1.3303 -1.0548 -0.0828
H 1.5637 -1.3921 0.2807
H 1.5746 1.1186 0.7306
H -1.1770 0.2493 1.1581
H 1.0570 0.3249 -1.6258
```

SMILES ... FC[SiH3]
HOMO level ... -11.0 eV
Orbital gap ... 12.05 eV



[2]
Density functional theory data (ωB97M-V with the def2-TZVPD basis set) for C4H6Br2NO3P in the gas phase in a non-equilibrium geometry.

Structure (XYZ):
```
17
C4H6Br2NO3P (ωB97M-V with the def2-TZVPD basis set)
C -0.2891 2.7824 0.2551
C 1.7855 -1.1596 1.0955
C -0.5583 -1.6598 -1.3318
C -1.4565 1.6085 0.5579
N 0.4148 3.6515 0.1381
O 0.3629 0.9139 -1.8858
O 1.6465 -0.3127 -0.0470
O -0.8096 0.4052 0.4261
P 0.2184 -0.0997 -0.8563
Br -2.0746 1.8100 2.4835
Br -2.7845 2.0167 -0.7625
H 2.0048 -2.2734 0.8492
H 0.8368 -1.1172 1.8419
H 2.7230 -0.7960 1.7082
H 0.0441 -2.1070 -2.0666
H -0.6938 -2.2829 -0.4213
H -1.3703 -1.3798 -1.9840
```

SMILES ... CO[P@](C)(=O)OC(Br)(Br)C#N
HOMO level ... -10.9 eV
Orbital gap ... 10.36 eV



[3]
Density functional theory data (ωB97M-V with the def2-TZVPD basis set) for a gas-phase ion, C7H19N3 (charge +2) in a non-equilibrium geometry.

Structure (XYZ):
```
29
C7H19N3 (ωB97M-V with the def2-TZVPD basis set)
C 1.9309 -0.3360 1.0155
C -0.4305 -0.1458 0.9077
C -1.6005 1.4578 1.4775
C -1.7139 0.7948 -1.0930
C 0.2172 2.1832 -0.0865
C 0.1847 -2.5956 -1.1988
C -0.8878 1.0718 0.1811
N 0.6232 -0.4825 1.5917
N 1.8763 -1.3902 -0.1669
N 0.7913 -1.2803 -0.9781
H 2.2453 0.7550 0.6114
H 2.7186 -0.6768 1.6911
H -1.2974 -0.8877 0.9476
H -0.9593 1.5417 2.2761
H -2.4713 0.8925 1.7734
H -1.9730 2.5175 1.0847
H -2.3122 -0.0645 -1.2173
H -2.4844 1.6321 -1.3045
H -1.1373 0.8678 -1.9855
H 0.9499 2.3557 0.5796
H -0.2710 3.2261 -0.2634
H 0.7345 1.8850 -1.0436
H 0.9748 -3.3894 -1.5282
H -0.3243 -2.8297 -0.2822
H -0.5606 -2.4584 -1.9212
H 0.4424 -1.1279 2.3753
H 2.7450 -1.3307 -0.6695
H 1.7092 -2.2824 0.2036
H 0.6519 -0.4399 -1.6232
```

SMILES ... CN[NH2+]C/[NH+]=C\C(C)(C)C
HOMO level ... -18.3 eV
Orbital gap ... 10.45 eV
Charge ... +2